(1)
A molecular structure, C18H22N5OTi at a distorted geometry. Source: OMol25; level of theory: ωB97M-V with the def2-TZVPD basis set.

Summary:
- HOMO-LUMO gap: 0.210 Eh
- E_tot: -1896.5386 a.u.
- LUMO energy: -12.71 eV
- Energy relative to the best compared isomer or geometry (same formula, charge and spin): 18.4 kJ/mol

Structure (ORCA input):
```
! RIJCOSX wB97M-V def2-TZVPD def2/J DEFGRID3
* xyz 3 1
Ti 0.000 -0.513 0.701
O -3.312 -0.148 0.877
C -2.502 -1.000 0.687
N -1.394 -1.286 1.593
C -1.609 -1.065 3.022
C -0.784 0.120 3.420
C -1.007 0.834 4.574
C -0.145 1.874 4.894
C 0.928 2.156 4.044
C 1.068 1.440 2.889
N 0.203 0.443 2.533
C -2.222 -1.766 -0.567
C -3.168 -2.266 -1.426
C -2.730 -3.100 -2.456
C -1.374 -3.371 -2.568
C -0.481 -2.771 -1.693
N -0.891 -1.976 -0.698
H -1.250 -1.937 3.578
H -2.674 -0.958 3.227
H -1.831 0.566 5.223
H -0.300 2.453 5.796
H 1.637 2.936 4.286
H 1.900 1.643 2.226
H -4.217 -2.045 -1.270
H -3.442 -3.547 -3.138
H -1.005 -4.048 -3.326
H 0.580 -2.970 -1.777
C 1.956 -0.253 -0.850
C 3.045 0.606 -1.630
N 2.351 1.612 -2.385
C 1.391 1.027 -3.307
C 0.231 0.342 -2.497
N 0.621 0.375 -1.061
C 0.671 1.798 -0.611
C 1.708 2.569 -1.524
H 2.206 -0.245 0.241
H 1.933 -1.281 -1.215
H 3.602 -0.057 -2.289
H 3.745 1.065 -0.936
H 1.897 0.298 -3.938
H 0.985 1.801 -3.956
H 0.089 -0.685 -2.817
H -0.714 0.872 -2.596
H 1.010 1.829 0.430
H -0.329 2.227 -0.677
H 2.442 3.088 -0.910
H 1.184 3.311 -2.123
*
```


(2)
C18H22N6O2S2 in the gas phase at a distorted geometry. Source: OMol25; level of theory: ωB97M-V with the def2-TZVPD basis set.

Summary:
- HOMO-LUMO gap: 0.308 Eh
- E_tot: -1974.5102 a.u.
- LUMO energy: 0.53 eV
- Structure (SMILES): CCOc1ccc2nc(NC(=O)CSc3nnnn3C3CCCCC3)sc2c1

Structure (ORCA input):
```
! RIJCOSX wB97M-V def2-TZVPD def2/J DEFGRID3
* xyz 0 1
C -6.037 -0.008 2.367
C -5.686 0.352 3.807
O -4.481 -0.249 4.241
C -3.287 0.243 3.822
C -2.167 -0.506 4.224
C -0.889 -0.129 3.891
C -0.698 1.024 3.135
N 0.501 1.528 2.719
C 0.357 2.588 2.017
N 1.348 3.330 1.433
C 2.602 2.956 1.016
O 3.275 3.723 0.370
C 3.062 1.572 1.408
S 3.348 0.570 -0.085
C 1.748 0.530 -0.732
N 0.675 1.166 -0.301
N -0.307 0.817 -1.119
N 0.092 0.018 -2.016
N 1.395 -0.202 -1.817
C 2.197 -1.054 -2.657
C 2.325 -0.432 -4.049
C 3.147 -1.343 -4.955
C 2.510 -2.726 -5.043
C 2.383 -3.342 -3.653
C 1.558 -2.440 -2.742
S -1.312 3.150 1.809
C -1.824 1.773 2.739
C -3.114 1.400 3.073
H -6.112 -1.088 2.266
H -6.990 0.439 2.100
H -5.274 0.347 1.678
H -5.646 1.440 3.941
H -6.444 -0.049 4.486
H -2.347 -1.395 4.806
H -0.036 -0.710 4.200
H 1.051 4.224 1.056
H 4.040 1.632 1.885
H 2.337 1.066 2.044
H 3.185 -1.120 -2.184
H 1.323 -0.298 -4.462
H 2.798 0.549 -3.970
H 3.217 -0.899 -5.949
H 4.160 -1.433 -4.555
H 3.114 -3.373 -5.681
H 1.519 -2.641 -5.493
H 1.909 -4.322 -3.719
H 3.378 -3.479 -3.223
H 1.488 -2.874 -1.742
H 0.546 -2.331 -3.136
H -3.941 2.008 2.745
*
```


(3)
C18H22N8O2 in the gas phase at a distorted geometry. Source: OMol25; level of theory: ωB97M-V with the def2-TZVPD basis set.

Summary:
- HOMO-LUMO gap: 0.316 Eh
- E_tot: -1287.5597 a.u.
- LUMO energy: 0.55 eV
- Structure (SMILES): CO[C@@H]1CCN(c2cc(Nc3cc(N)n4ncc(C(N)=O)c4n3)cc(C)n2)C1
- Energy relative to the best compared isomer or geometry (same formula, charge and spin): 260.2 kJ/mol

Structure (ORCA input):
```
! RIJCOSX wB97M-V def2-TZVPD def2/J DEFGRID3
* xyz 0 1
C -0.116 -4.321 5.538
O -0.523 -3.353 4.480
C -0.917 -4.043 3.292
C 0.381 -4.278 2.553
C 0.739 -2.921 2.002
N -0.632 -2.511 1.554
C -0.960 -1.928 0.233
C -0.169 -0.983 -0.409
C -0.548 -0.252 -1.526
N 0.130 0.684 -2.238
C 0.752 1.845 -1.691
C 0.875 2.137 -0.277
C 1.473 3.289 0.091
N 1.676 3.533 1.406
N 2.033 4.199 -0.841
N 2.481 5.438 -0.668
C 2.404 6.003 -1.857
C 2.134 4.981 -2.883
C 1.943 5.273 -4.326
N 1.409 4.409 -5.240
O 2.365 6.290 -4.685
C 1.719 3.866 -2.201
N 1.172 2.646 -2.619
C -1.787 -0.470 -1.987
C -2.648 -1.441 -1.384
C -4.070 -1.576 -1.784
N -2.189 -2.137 -0.312
C -1.736 -3.232 2.319
H 0.340 -3.897 6.387
H 0.516 -5.183 5.120
H -1.026 -4.720 6.085
H -1.443 -4.990 3.499
H 1.315 -4.746 3.099
H 0.206 -4.912 1.746
H 1.247 -2.259 2.661
H 1.448 -3.036 1.162
H 0.744 -0.838 -0.091
H 0.126 0.620 -3.263
H 0.419 1.432 0.392
H 2.153 4.465 1.486
H 1.698 2.766 2.070
H 2.756 7.005 -1.939
H 1.357 4.714 -6.220
H 1.124 3.508 -4.912
H -2.148 0.112 -2.823
H -4.235 -1.747 -2.863
H -4.623 -2.427 -1.225
H -4.581 -0.663 -1.347
H -2.380 -3.910 1.776
H -2.402 -2.443 2.664
*
```


(4)
A gas-phase ion, C18H22NOS (charge +1) at a distorted geometry. Source: OMol25; level of theory: ωB97M-V with the def2-TZVPD basis set.

Summary:
- HOMO-LUMO gap: 0.258 Eh
- E_tot: -1227.0429 a.u.
- LUMO energy: -2.95 eV
- Structure (SMILES): C[N@H+]1CC[C@@H](Oc2ccc(Sc3ccccc3)cc2)CC1

Structure (ORCA input):
```
! RIJCOSX wB97M-V def2-TZVPD def2/J DEFGRID3
* xyz 1 1
C 3.960 -2.387 -0.335
N 3.026 -3.420 0.158
C 2.383 -4.162 -0.958
C 1.514 -3.246 -1.818
C 0.704 -2.245 -0.971
O 1.383 -1.008 -1.017
C 0.687 0.180 -0.851
C -0.644 0.287 -0.481
C -1.228 1.537 -0.356
C -0.485 2.688 -0.574
S -1.165 4.313 -0.487
C -2.640 4.078 0.490
C -3.853 4.523 -0.010
C -4.996 4.394 0.761
C -4.924 3.823 2.020
C -3.706 3.387 2.517
C -2.557 3.520 1.758
C 0.856 2.575 -0.938
C 1.435 1.334 -1.077
C 0.609 -2.762 0.471
C 2.001 -2.849 1.096
H 3.392 -1.586 -0.806
H 4.649 -2.822 -1.056
H 4.532 -1.980 0.496
H 3.584 -4.099 0.682
H 1.779 -4.961 -0.522
H 3.161 -4.621 -1.570
H 2.122 -2.678 -2.521
H 0.841 -3.873 -2.401
H -0.299 -2.135 -1.398
H -1.258 -0.582 -0.299
H -2.271 1.604 -0.087
H -3.896 4.967 -0.993
H -5.942 4.741 0.375
H -5.817 3.723 2.619
H -3.647 2.952 3.503
H -1.602 3.196 2.143
H 1.433 3.468 -1.116
H 2.469 1.240 -1.369
H 0.017 -2.076 1.076
H 0.104 -3.728 0.473
H 1.958 -3.462 1.997
H 2.329 -1.847 1.375
*
```


(5)
A molecular structure, C18H22O14Tl at a distorted geometry. Source: OMol25; level of theory: ωB97M-V with the def2-TZVPD basis set.

Summary:
- HOMO-LUMO gap (alpha / beta): 0.137 / 0.113 Eh
- E_tot: -1924.7724 a.u.
- LUMO energy (alpha / beta): 3.32 / 2.67 eV
- <S²>: 0.793

Structure (ORCA input):
```
! RIJCOSX wB97M-V def2-TZVPD def2/J DEFGRID3
* xyz -2 2
Tl 0.343 1.534 0.496
C 0.622 -1.905 -3.304
C 0.506 -0.699 -2.526
C -0.909 -0.013 -2.648
O -1.176 1.006 -1.974
C -1.953 -0.584 -3.509
C -1.701 -1.664 -4.315
C -0.360 -2.381 -4.161
O -0.008 -3.406 -4.918
O -2.677 -1.951 -5.175
O 1.282 -0.186 -1.692
H 1.612 -2.330 -3.378
H -2.883 -0.047 -3.623
C -2.725 -2.615 1.072
C -2.010 -1.337 1.137
C -2.869 -0.068 1.331
O -2.341 1.001 1.407
C -4.326 -0.225 1.360
C -4.850 -1.438 1.479
C -4.064 -2.681 1.396
O -4.617 -3.864 1.342
O -6.159 -1.409 1.592
O -0.783 -1.172 1.010
H -2.126 -3.442 0.721
H -4.887 0.695 1.426
C 3.253 2.451 -2.091
C 2.122 3.426 -2.571
O 0.864 2.793 -2.638
O 3.011 2.056 -0.694
H 4.217 2.949 -1.988
H 3.284 1.594 -2.765
H 2.194 3.943 -3.528
H 2.076 4.209 -1.815
H 0.935 2.229 -3.412
H 3.815 1.659 -0.352
C 2.534 -1.715 1.335
C 2.016 -2.760 0.342
O 2.562 -2.605 -0.952
O 2.426 -0.438 0.976
H 3.573 -1.934 1.584
H 1.966 -1.816 2.261
H 0.932 -2.874 0.373
H 2.457 -3.681 0.722
H 2.350 -1.685 -1.130
H 3.312 -0.073 0.925
C -0.876 2.392 4.224
C 0.493 1.822 4.424
O 0.919 0.961 3.350
O -0.859 3.138 3.044
H -1.152 2.831 5.182
H -1.637 1.615 4.153
H 0.508 1.381 5.420
H 1.247 2.607 4.485
H 1.845 0.734 3.465
H -1.329 3.972 3.123
*
```


(6)
A molecular structure, C18H23B2CrF7N5O7. Source: OMol25; level of theory: ωB97M-V with the def2-TZVPD basis set.

Summary:
- HOMO-LUMO gap (alpha / beta): 0.320 / 0.246 Eh
- E_tot: -3293.4522 a.u.
- LUMO energy (alpha / beta): -4.10 / -6.11 eV
- Energy relative to the best compared isomer or geometry (same formula, charge and spin): 24.3 kJ/mol
- <S²>: 6.038

Structure (ORCA input):
```
! RIJCOSX wB97M-V def2-TZVPD def2/J DEFGRID3
* xyz 1 5
Cr -0.231 -0.429 0.840
C -0.337 0.577 -4.183
C -0.158 0.332 -2.722
N -0.964 0.808 -1.870
O -2.136 1.279 -1.897
B -2.240 2.628 -0.866
F -1.216 3.407 -1.292
F -3.502 3.031 -1.043
O -2.066 2.057 0.449
N -0.795 1.605 0.730
C 0.008 2.446 1.265
C -0.274 3.868 1.576
C 1.356 1.856 1.582
N 1.393 0.582 1.476
O 2.577 -0.043 1.633
B 3.148 -0.350 0.268
F 4.291 -1.042 0.444
F 3.259 0.855 -0.433
O 2.194 -1.238 -0.510
N 1.066 -0.587 -0.903
C 1.023 -0.391 -2.172
C 2.096 -0.813 -3.117
C 2.500 2.731 1.934
H -1.334 0.951 -4.401
H -0.157 -0.360 -4.712
H 0.399 1.302 -4.531
H -1.300 4.134 1.351
H 0.400 4.506 1.003
H -0.066 4.043 2.633
H 3.044 -0.880 -2.595
H 2.183 -0.119 -3.950
H 1.859 -1.801 -3.519
H 2.322 3.178 2.916
H 2.586 3.544 1.213
H 3.424 2.164 1.953
O -1.850 -1.240 -0.186
C -2.667 -2.309 0.404
C -3.859 -1.723 1.126
C -3.499 -0.484 1.947
C -2.463 -0.700 3.015
C -2.870 -1.095 4.278
C -1.953 -1.216 5.307
C -0.629 -0.921 5.052
C -0.271 -0.566 3.767
N -1.152 -0.470 2.751
H -2.432 -0.669 -0.702
H -1.979 -2.838 1.056
H -2.954 -2.977 -0.407
H -4.279 -2.510 1.757
H -4.644 -1.445 0.418
H -4.398 -0.101 2.432
H -3.162 0.311 1.289
H -3.922 -1.278 4.449
H -2.273 -1.525 6.293
H 0.134 -0.989 5.813
H 0.765 -0.395 3.527
F -0.360 -4.817 0.940
C 0.790 -4.458 1.545
F 0.949 -5.236 2.610
F 1.794 -4.684 0.684
C 0.788 -2.960 1.937
O 1.316 -2.590 2.948
O 0.187 -2.237 1.025
*
```


(7)
A molecular structure, C18H23Be2Cl7F9N2O17PS3 at a distorted geometry. Source: OMol25; level of theory: ωB97M-V with the def2-TZVPD basis set.

Summary:
- HOMO-LUMO gap: 0.054 Eh
- E_tot: -7772.5319 a.u.
- LUMO energy: -10.65 eV

Structure (ORCA input):
```
! RIJCOSX wB97M-V def2-TZVPD def2/J DEFGRID3
* xyz 2 1
C 1.103 -0.477 -1.278
C -0.316 -0.140 -2.011
Cl -0.936 -1.596 -2.897
C -1.357 0.580 -0.985
Cl -1.522 -0.188 0.630
C -2.675 0.925 -1.828
C -3.759 0.202 -2.373
P -4.223 -1.562 -1.914
O -3.304 -2.262 -0.906
O -4.614 -2.515 -3.198
O -5.723 -1.321 -1.033
C -4.355 1.198 -3.546
O -4.508 0.834 -4.748
O -4.065 2.452 -3.052
C -3.114 2.503 -2.030
O -3.048 3.352 -1.087
H 0.942 -1.319 -0.510
H 1.526 0.485 -0.785
H 1.868 -0.853 -2.084
H 0.006 0.605 -2.847
H -0.856 1.613 -0.858
H -4.265 -3.421 -3.028
H -5.945 -0.328 -0.954
Be 3.305 -0.635 -3.382
C 6.028 2.396 -4.566
Cl 5.839 2.635 -6.315
Cl 7.520 1.488 -4.248
Cl 6.109 3.974 -3.758
Cl 4.627 1.478 -3.937
C -2.848 -3.070 7.650
F -2.474 -4.073 8.465
F -4.105 -2.729 8.014
F -2.070 -2.010 7.960
S -2.735 -3.513 5.885
O -3.644 -4.632 5.729
O -1.336 -3.829 5.677
N -3.235 -2.117 5.292
S -3.267 -2.100 3.709
O -4.288 -2.912 3.072
O -1.981 -2.096 3.039
C -3.875 -0.393 3.523
F -3.029 0.528 4.089
F -5.071 -0.200 4.113
F -4.027 -0.030 2.226
C -7.135 4.727 1.720
C -7.812 3.577 2.441
O -8.586 2.785 1.514
C -7.919 1.860 0.826
O -6.712 1.657 0.934
C -8.866 1.069 -0.071
F -9.740 1.853 -0.718
F -9.592 0.181 0.634
F -8.203 0.362 -1.020
H -7.869 5.322 1.171
H -6.615 5.373 2.429
H -6.410 4.362 0.988
H -8.512 3.969 3.181
H -7.089 2.956 2.978
O 10.779 1.062 -8.658
S 11.516 1.491 -7.498
O 12.730 2.254 -7.607
O 11.790 0.211 -6.545
C 12.418 -0.938 -7.112
C 13.916 -0.740 -7.256
C 10.412 2.344 -6.407
H 11.960 -1.199 -8.070
H 12.232 -1.770 -6.428
H 14.140 0.020 -8.009
H 14.400 -1.670 -7.560
H 14.354 -0.401 -6.314
H 9.514 1.742 -6.273
H 10.158 3.300 -6.865
H 10.916 2.509 -5.454
Cl -1.299 0.415 5.055
Be -6.083 -0.399 0.615
C 0.525 -4.187 10.866
N 0.922 -2.853 10.344
O 0.121 -2.268 9.629
O 2.023 -2.439 10.670
H -0.472 -4.425 10.498
H 1.254 -4.911 10.504
H 0.531 -4.129 11.954
*
```


(8)
A molecular structure, C18H23BrMnN10O2S at a distorted geometry. Source: OMol25; level of theory: ωB97M-V with the def2-TZVPD basis set.

Summary:
- HOMO-LUMO gap (alpha / beta): 0.260 / 0.301 Eh
- E_tot: -5520.8813 a.u.
- LUMO energy (alpha / beta): -4.29 / -3.30 eV
- Energy relative to the best compared isomer or geometry (same formula, charge and spin): 0.0 kJ/mol
- <S²>: 6.082

Structure (ORCA input):
```
! RIJCOSX wB97M-V def2-TZVPD def2/J DEFGRID3
* xyz 1 5
Mn -0.752 -0.789 -0.282
N 0.652 0.013 -2.122
C 1.286 1.214 -1.539
C 2.019 2.046 -2.591
C 2.905 3.220 -2.141
C 3.745 3.013 -0.884
N 2.887 3.220 0.284
C 2.740 2.414 1.324
N 1.607 2.486 2.022
N 3.675 1.531 1.675
C 0.222 1.923 -0.697
O 0.162 3.142 -0.630
O -0.560 1.119 -0.044
H 1.357 -0.587 -2.533
H 0.037 0.294 -2.879
H 1.998 0.839 -0.803
H 1.286 2.435 -3.303
H 2.651 1.342 -3.138
H 2.289 4.108 -1.993
H 3.587 3.449 -2.959
H 4.566 3.728 -0.869
H 4.176 2.009 -0.859
H 2.067 3.772 0.078
H 0.798 2.896 1.577
H 1.443 1.789 2.733
H 4.557 1.493 1.200
H 3.424 0.776 2.293
N -2.455 -0.558 -1.011
C -3.472 -0.002 -1.278
N -4.510 0.605 -1.498
C -5.584 0.568 -2.265
N -6.546 0.586 -2.905
C -3.419 -0.732 2.582
C -1.973 -0.631 2.955
C -1.561 -0.235 4.221
C -0.206 -0.106 4.431
N 0.714 -0.334 3.481
C 0.245 -0.768 2.310
S 1.308 -1.136 0.986
N -1.061 -0.925 2.024
H -4.020 -1.062 3.427
H -3.551 -1.417 1.748
H -3.786 0.249 2.271
H -2.277 -0.029 5.004
H 0.177 0.222 5.393
Br -3.827 -5.635 -0.584
C -2.228 -4.748 -1.005
C -1.274 -5.335 -1.819
C -0.110 -4.630 -2.079
C 0.049 -3.374 -1.534
N -0.890 -2.806 -0.772
C -2.007 -3.483 -0.503
H -1.444 -6.318 -2.236
H 0.673 -5.053 -2.693
H 0.955 -2.810 -1.689
H -2.746 -2.997 0.118
*
```